A 2-piece molecular cluster, C2H3N overall in a non-equilibrium geometry, computed with wB97M-V/def2-TZVPD.

The value obtained for the molar mass is 41.1 g mol⁻¹. The multiplicity is 1. The orbital gap (alpha / beta) comes out at 9.2 / 9.2 eV.

Each line ends with the Mulliken charge.
Geometry (Å):
C 1.048 0.038 0.015  0.3823
C -0.364 0.209 -0.099  -0.8073
N 2.172 -0.203 -0.015  -0.3084
H -0.635 0.705 0.821  0.3061
H -1.489 -1.348 0.343  0.1468
H -0.732 0.599 -1.066  0.2806